ORCA calculation (ωB97M-V with the def2-TZVPD basis set) on a structure of composition C15H30BCl2F4N3S5SeW.

Last column: natural (NBO) charge in e.
Geometry (Å):
W -1.32324 0.16066 -0.62905  0.32
C -1.39586 3.30137 -2.12478  -0.53
C -1.62298 2.42663 -3.33587  -0.56
S -2.20539 0.76272 -2.91859  0.50
C -4.00147 0.92931 -2.80864  -0.56
C -4.47680 1.50520 -1.49467  -0.53
S -3.71172 0.54061 -0.16569  0.47
C -3.93118 1.63522 1.25453  -0.53
C -2.99766 1.13788 2.33326  -0.57
S -1.30772 0.93795 1.72625  0.49
C -0.59424 2.60480 1.80993  -0.56
C -0.80363 3.42647 0.56079  -0.54
S -0.41393 2.40067 -0.88555  0.48
H -2.33559 3.60125 -1.66137  0.22
H -0.83934 4.20009 -2.39344  0.27
H -0.70608 2.26001 -3.89820  0.29
H -2.35435 2.87975 -4.00625  0.26
H -4.38310 -0.08199 -2.95632  0.26
H -4.33965 1.52837 -3.65452  0.27
H -5.55756 1.40721 -1.39016  0.27
H -4.20870 2.55496 -1.38025  0.22
H -4.97426 1.57648 1.56627  0.27
H -3.70594 2.66020 0.95674  0.22
H -3.28109 0.14752 2.69498  0.28
H -2.96928 1.80834 3.19233  0.27
H 0.46838 2.44564 2.00212  0.27
H -1.01778 3.09825 2.68527  0.27
H -0.13145 4.28470 0.54756  0.27
H -1.82672 3.79165 0.47044  0.22
Se 0.22929 -1.58392 0.68462  0.23
C -0.97204 -2.09211 2.00286  -0.02
N -1.78480 -2.34629 2.77895  -0.31
F 1.80766 -1.51782 -2.78421  -0.51
B 0.86599 -0.58183 -2.56418  1.35
F 1.05799 0.07106 -1.28343  -0.53
F 0.72687 0.36324 -3.53315  -0.53
F -0.44063 -1.18916 -2.28957  -0.53
Cl -0.50112 -4.18803 -1.61440  0.07
C -2.17841 -3.82747 -1.76920  -0.35
Cl -2.74535 -2.27818 -0.93293  0.01
H -2.78343 -4.57488 -1.26718  0.25
H -2.44539 -3.68008 -2.80938  0.24
C 2.77817 -2.60036 3.51995  -0.41
N 3.67538 -2.14406 2.45348  -0.38
C 5.02855 -2.70281 2.53735  -0.42
C 3.37806 -1.11082 1.66973  0.38
S 2.09445 -0.02571 2.15059  -0.06
N 4.04230 -0.91417 0.53200  -0.39
C 4.54242 -2.01885 -0.29451  -0.42
C 4.17171 0.40230 -0.08982  -0.41
H 3.04603 -3.62853 3.75120  0.23
H 1.74375 -2.57287 3.18871  0.22
H 2.89417 -1.98382 4.41079  0.23
H 5.30525 -2.72746 3.59050  0.23
H 5.73064 -2.06903 2.00640  0.22
H 5.06742 -3.71529 2.13787  0.22
H 4.14230 -2.96068 0.06890  0.22
H 5.63112 -2.05708 -0.30641  0.22
H 4.17827 -1.84960 -1.30799  0.24
H 4.00465 1.18356 0.64554  0.23
H 3.46741 0.50813 -0.91119  0.22
H 5.18962 0.48072 -0.46902  0.22

Cartesian forces, eV/Å:
W 0.200 0.391 -0.307
C -0.037 0.059 -0.022
C -0.046 0.093 -0.052
S -0.022 -0.084 0.079
C -0.117 0.067 -0.065
C -0.036 0.068 -0.034
S 0.139 -0.308 -0.020
C -0.001 0.102 0.095
C -0.090 0.115 0.060
S 0.149 -0.102 -0.052
C 0.003 0.145 0.073
C -0.047 0.059 0.049
S -0.035 -0.055 -0.007
H 0.011 0.017 -0.010
H 0.006 -0.017 -0.002
H 0.050 -0.014 0.035
H 0.024 -0.024 -0.014
H 0.009 -0.007 0.031
H 0.002 0.007 0.014
H 0.000 -0.003 0.000
H 0.009 0.000 -0.001
H 0.009 -0.020 0.001
H -0.019 -0.020 0.003
H 0.018 -0.031 -0.039
H -0.020 0.000 -0.011
H -0.039 -0.051 -0.043
H 0.030 -0.001 0.002
H -0.001 -0.002 -0.008
H -0.005 -0.041 0.014
Se -0.148 -0.371 0.261
C 0.249 0.128 -0.328
N -0.045 0.021 0.111
F 0.020 -0.080 0.087
B 0.326 -0.166 -0.058
F 0.069 0.168 0.179
F -0.125 0.215 -0.152
F -0.244 -0.070 0.004
Cl 0.182 -0.054 0.082
C -0.351 0.251 0.008
Cl -0.024 -0.270 0.050
H 0.043 -0.033 -0.118
H 0.019 -0.068 0.044
C -0.017 -0.018 -0.107
N -0.015 -0.008 0.099
C -0.036 0.017 -0.081
C -0.098 0.037 0.127
S 0.011 -0.007 0.032
N 0.018 -0.023 -0.118
C -0.051 0.057 0.129
C -0.012 -0.034 0.099
H -0.016 -0.007 0.026
H 0.035 0.023 0.061
H -0.021 -0.017 0.024
H 0.027 -0.023 -0.007
H 0.020 0.008 -0.004
H 0.019 -0.013 -0.010
H 0.018 -0.024 -0.016
H 0.010 -0.008 -0.004
H 0.027 -0.033 -0.019
H 0.006 -0.026 -0.052
H -0.034 0.027 -0.075
H -0.006 0.057 -0.042

Values from the calculation:
multiplicity = 3
⟨S²⟩ = 2.01
HOMO (spin up / spin down) = -13.10 / -14.07 eV
energy above the lowest of the compared OMol25 structures with the same formula, charge and spin = 31.5 kcal per mole
gap between HOMO and LUMO (spin up / spin down) = 7.288 / 6.627 eV
charge = +2


ORCA calculation (ωB97M-V with the def2-TZVPD basis set) on a structure of composition C15H30BF4NOP2Pb in a non-equilibrium geometry.

Last column: Mulliken charge in e.
Geometry (Å):
Pb 0.05807 0.00175 -0.01038  0.92
P 2.31202 -0.43420 -0.91982  0.75
P -2.20360 0.52614 1.18786  1.08
N -0.79642 0.02049 -1.74867  -0.77
H -0.14092 -1.63007 0.77253  -0.03
C 2.97410 -2.13454 -1.07570  -1.28
H 3.95868 -2.13271 -1.58023  0.41
H 2.26793 -2.74250 -1.66250  0.34
H 3.07887 -2.60609 -0.08536  0.34
C 3.67495 0.50054 -0.14859  -1.14
H 4.63140 0.25857 -0.64871  0.41
H 3.77033 0.27297 0.92299  0.26
H 3.47411 1.57770 -0.25303  0.34
C 2.34545 0.15553 -2.64949  -1.12
H 3.35867 0.02862 -3.07021  0.44
H 2.05909 1.21853 -2.67942  0.35
H 1.62390 -0.41358 -3.25427  0.33
C -3.09778 -0.90642 1.88330  -1.37
H -4.05267 -0.56466 2.32724  0.39
H -2.50669 -1.41624 2.64715  0.37
H -3.30398 -1.62198 1.07922  0.37
C -2.04052 1.66326 2.61713  -1.02
H -3.02262 1.79520 3.08264  0.43
H -1.64180 2.62246 2.28141  0.33
H -1.34087 1.26448 3.38169  0.23
C -3.32776 1.32564 0.07360  -1.12
H -4.26874 1.54697 0.60546  0.43
H -3.53062 0.66741 -0.78036  0.33
H -2.87841 2.25669 -0.29772  0.31
C -1.24166 0.19124 -2.85172  0.38
C -2.18675 -0.73301 -4.91218  -0.41
C -1.67021 -0.92887 -3.64571  -0.50
C -1.37151 1.50470 -3.41894  -0.09
C -1.89712 1.67124 -4.68771  -0.48
C -2.30754 0.56178 -5.44614  -0.43
H -2.50627 -1.59692 -5.50183  0.34
H -1.56535 -1.92082 -3.19592  0.39
H -1.03664 2.34483 -2.80265  0.38
H -1.98951 2.67914 -5.10119  0.33
H -2.72056 0.70516 -6.45059  0.34
C 1.70424 -0.29677 2.96362  1.31
O 1.15385 0.47405 1.94924  -0.48
C 2.12512 -1.64860 2.59371  -1.10
H 2.27497 -2.21631 3.52150  0.44
H 3.08563 -1.58565 2.07474  0.33
H 1.40321 -2.14324 1.91993  0.17
C 1.86520 0.38337 4.21484  -1.76
H 1.36798 -0.20073 5.00690  0.24
H 1.47510 1.41519 4.20343  0.35
H 2.91918 0.37939 4.42771  0.53
F -0.27307 -0.06070 2.07179  0.00
B -0.03566 -0.07608 3.52686  -0.68
F 0.07748 -1.59513 3.82096  -0.33
F -0.30501 0.84864 4.85280  -0.35
F -1.36246 -0.60318 3.85101  -0.24

Cartesian forces, eV/Å:
Pb -1.207 -0.891 -1.836
P 2.913 -0.285 -1.602
P -1.454 0.760 0.643
N 1.820 -2.437 5.160
H 0.225 -0.212 -1.135
C -0.072 -0.381 0.174
H -0.463 0.112 0.214
H 0.223 0.229 0.172
H -0.041 0.205 -0.355
C 0.330 0.137 0.127
H -0.444 0.132 0.176
H -0.101 0.051 -0.348
H 0.066 -0.334 0.040
C -0.006 0.068 -0.104
H -0.393 0.084 0.198
H 0.066 -0.368 -0.042
H 0.161 0.208 0.218
C -0.312 -0.431 -0.582
H 0.454 -0.058 -0.232
H -0.136 0.305 -0.260
H -0.147 0.199 -0.013
C 0.269 0.284 -0.120
H 0.158 0.078 -0.048
H -0.237 0.140 -0.129
H -1.595 1.067 -0.708
C -1.088 0.399 -0.273
H 0.188 0.064 -0.372
H 0.030 0.193 0.126
H -0.154 -0.236 0.057
C -2.845 2.055 -7.634
C -0.068 0.502 -0.064
C 0.036 -0.030 -0.173
C -0.191 -0.046 -0.398
C -0.041 -0.390 -0.184
C -0.110 0.060 -0.275
H 0.092 0.277 0.178
H -0.082 0.314 -0.227
H -0.139 -0.216 -0.258
H 0.013 -0.311 0.089
H 0.178 -0.059 0.437
C -0.006 3.407 -6.248
O 15.350 1.703 4.571
C 0.978 -0.780 0.103
H -0.107 -0.080 -0.537
H 0.210 -0.027 -0.051
H 0.300 0.216 0.572
C 1.589 0.721 2.241
H 0.826 0.419 0.101
H 0.697 -0.562 0.030
H 0.860 0.148 0.255
F -11.468 -3.190 5.878
B -7.330 -5.705 5.335
F 7.553 -2.269 -0.036
F 1.514 0.423 -2.262
F -6.863 4.335 -0.589

Values from the calculation:
HOMO (spin up / spin down) = -6.39 / -6.53 eV
energy above the lowest of the compared OMol25 structures with the same formula, charge and spin = 431.5 kcal per mole
gap between HOMO and LUMO (spin up / spin down) = 5.327 / 5.207 eV


ORCA calculation (ωB97M-V with the def2-TZVPD basis set) on a structure of composition C15H30BrCaN5O3S in a non-equilibrium geometry.

Last column: natural (NBO) charge in e.
Geometry (Å):
Ca 0.45167 -0.17456 -0.46900  1.68
C 1.50752 1.55020 2.62560  -0.24
C 1.61243 0.09195 3.07130  -0.28
N 0.44474 -0.75427 2.94699  -0.22
C -0.97419 -0.47407 3.19902  -0.26
C -1.60741 0.85386 2.79619  -0.53
S -1.59521 1.32361 1.02027  0.16
C -0.76707 2.95129 1.07542  -0.54
C 0.72948 2.90529 0.74733  -0.25
N 1.34061 1.64933 1.17217  -0.69
H 0.67968 2.05310 3.12136  0.21
H 2.43240 2.04695 2.95752  0.23
H 2.35064 -0.39847 2.39261  0.27
H 1.99776 0.03293 4.09305  0.26
H 0.65218 -1.63391 3.42215  0.43
H -1.51293 -1.28288 2.69235  0.24
H -1.14630 -0.57901 4.27896  0.25
H -2.66573 0.76340 3.05421  0.26
H -1.21635 1.68718 3.37282  0.23
H -1.28994 3.57592 0.34864  0.26
H -0.95772 3.37369 2.06004  0.24
H 0.85508 2.98728 -0.33416  0.20
H 1.21404 3.77861 1.21026  0.22
H 2.26617 1.58819 0.75360  0.38
O -3.85143 -5.67554 -0.39986  -0.61
C -3.24674 -4.50678 -0.27557  0.39
C -3.72415 -3.43264 0.48935  -0.32
C -2.99767 -2.25785 0.51802  0.05
N -1.86089 -2.06626 -0.15115  -0.55
C -1.42716 -3.09229 -0.86775  0.17
Br 0.16843 -2.75380 -1.85599  0.05
C -2.04047 -4.31747 -0.96858  -0.32
H -4.69262 -5.73030 0.07582  0.51
H -4.65133 -3.51677 1.03392  0.24
H -3.35334 -1.41057 1.09088  0.20
H -1.63712 -5.11634 -1.57110  0.27
N -0.72036 1.03889 -2.13955  -0.93
C 0.07621 1.74340 -3.16443  -0.23
C 1.06794 0.78313 -3.83218  -0.42
C 2.53599 1.17732 -3.66783  -0.41
C 3.02639 1.25249 -2.22304  -0.23
N 2.62592 0.06156 -1.45725  -0.93
H -1.27353 0.33997 -2.64017  0.39
H -1.40496 1.69970 -1.76914  0.39
H 0.61187 2.56587 -2.68090  0.19
H -0.57862 2.18366 -3.92787  0.21
H 0.86247 0.73832 -4.90013  0.25
H 0.91645 -0.22286 -3.43368  0.19
H 2.70310 2.14817 -4.13493  0.24
H 3.14280 0.44657 -4.20667  0.23
H 2.61434 2.13468 -1.72235  0.17
H 4.11725 1.36734 -2.24860  0.22
H 3.27262 -0.05987 -0.67924  0.39
H 2.79274 -0.75587 -2.04507  0.39
O 0.46888 -1.41178 1.33170  -0.19
O 1.65543 -1.26971 0.81465  -0.50

Cartesian forces, eV/Å:
Ca -1.567 1.299 -0.846
C -0.012 -0.333 0.210
C 0.415 0.613 -0.143
N 0.149 -0.446 -0.518
C -0.575 0.292 0.063
C 0.010 0.025 -0.289
S -0.132 0.132 0.385
C -0.115 -0.204 -0.037
C -0.076 0.239 0.058
N 0.354 -0.002 -0.211
H 0.139 0.054 -0.030
H -0.262 -0.067 -0.020
H -0.205 0.019 0.380
H -0.058 -0.139 -0.090
H 0.019 0.064 -0.140
H 0.176 -0.022 0.152
H 0.084 -0.103 -0.163
H 0.138 -0.029 0.104
H -0.083 -0.003 0.003
H 0.048 0.045 0.146
H -0.061 0.062 -0.028
H 0.088 0.032 0.001
H -0.067 -0.086 -0.187
H -0.033 0.099 0.080
O -0.123 -0.341 -0.053
C 0.359 0.844 0.109
C 0.082 -0.162 -0.107
C -0.197 -0.193 -0.041
N 0.472 0.205 -0.380
C -0.509 0.037 0.293
Br 0.023 -0.461 -0.328
C -0.035 -0.234 -0.099
H 0.126 0.107 -0.012
H -0.102 0.028 0.095
H -0.104 0.024 0.028
H 0.034 -0.035 -0.048
N -0.582 0.480 -0.563
C 0.111 0.180 -0.470
C 0.151 0.275 -0.011
C -0.116 -0.058 0.184
C 0.227 0.307 -0.441
N 0.572 -0.221 -0.180
H -0.087 0.063 0.182
H -0.035 -0.216 -0.083
H -0.094 -0.013 -0.022
H 0.156 0.012 0.221
H -0.055 -0.159 -0.005
H -0.097 -0.101 -0.105
H 0.097 -0.007 -0.063
H 0.085 0.063 -0.041
H 0.049 0.019 -0.011
H -0.195 0.049 0.107
H -0.076 -0.095 -0.056
H 0.070 -0.004 0.078
O -0.351 -0.620 1.939
O 1.768 -1.317 1.002

Values from the calculation:
HOMO = -15.01 eV
energy above the lowest of the compared OMol25 structures with the same formula, charge and spin = 28.4 kcal per mole
gap between HOMO and LUMO = 8.809 eV
charge = +2


ORCA calculation (ωB97M-V with the def2-TZVPD basis set) on the ion C15H30ClN2O5 with charge -1 in a non-equilibrium geometry.

Last column: natural (NBO) charge in e.
Geometry (Å):
C 4.35556 -1.61250 2.33311  -0.64
C 4.47025 -0.37274 1.21627  -0.41
C 3.74752 1.02019 1.79509  -0.43
C 2.14087 0.70268 1.83821  -0.24
N 1.27666 1.59943 0.98890  -0.50
N 0.87468 1.03548 -0.19772  -0.35
C 1.87900 1.50387 -1.22048  -0.24
C 2.62562 0.25222 -2.04264  -0.66
C -0.56067 1.29195 -0.57083  0.00
C -0.73979 0.68687 -2.12040  -0.09
O -2.13515 0.48383 -2.52840  -0.53
C -2.29194 -1.00883 -2.50979  0.22
O -3.72573 -1.42276 -2.46713  -0.55
C -3.65454 -2.90118 -2.23149  -0.12
C -3.64589 -3.31371 -0.64461  -0.11
O -2.32150 -3.97404 -0.39746  -0.75
C -0.93600 2.91388 -0.73929  0.70
O -2.08516 3.28816 -1.36908  -0.74
O -0.07329 4.02060 -0.29744  -0.81
C -1.65304 0.69008 0.49701  -0.16
Cl -0.96980 -0.73102 1.54366  -0.14
C -2.32341 1.85150 1.49532  -0.44
C -3.17304 1.07960 2.71109  -0.64
H 4.36251 -2.61235 1.68195  0.21
H 3.32004 -1.61598 2.89799  0.22
H 5.24388 -1.58155 3.11127  0.20
H 3.80084 -0.74363 0.30011  0.21
H 5.57257 -0.19287 0.85913  0.20
H 4.16927 1.12738 2.90636  0.19
H 4.04342 1.96232 1.15818  0.23
H 1.79676 0.86170 2.96925  0.19
H 1.87735 -0.43846 1.60746  0.20
H 0.52788 2.08829 1.51448  0.39
H 2.77264 2.01861 -0.61757  0.23
H 1.49754 2.32945 -1.96248  0.22
H 2.54357 0.56840 -3.19042  0.20
H 2.02338 -0.76096 -1.95951  0.21
H 3.73917 0.09398 -1.71768  0.21
H -0.28735 1.43023 -2.93894  0.23
H -0.09881 -0.31111 -2.24195  0.18
H -1.69842 -1.47021 -3.40868  0.16
H -1.85171 -1.33524 -1.44905  0.14
H -4.52879 -3.47992 -2.78710  0.20
H -2.65194 -3.31115 -2.73158  0.19
H -4.47519 -4.07467 -0.32219  0.20
H -3.61702 -2.33254 0.03280  0.20
H -1.60475 -3.27038 -0.47702  0.48
H -2.61227 0.19592 -0.01462  0.24
H -1.53906 2.57745 1.96097  0.23
H -3.15530 2.45783 0.89307  0.27
H -3.98592 1.85573 3.05778  0.21
H -2.48397 0.69611 3.57771  0.22
H -3.78156 0.18409 2.20838  0.20

Cartesian forces, eV/Å:
C 0.033 -0.076 -0.954
C -1.222 -0.120 0.098
C 0.718 -1.673 0.177
C -1.033 -0.079 1.533
N 0.563 0.084 3.569
N -0.476 0.239 -2.358
C 2.170 0.212 -0.738
C -1.158 0.469 -1.058
C -0.440 0.809 -1.156
C 1.053 0.458 -0.729
O 0.964 -3.259 0.541
C -0.105 0.970 1.779
O 2.452 -1.564 -0.249
C -0.194 -0.759 -0.450
C 1.786 0.970 -0.011
O -0.491 1.364 -0.188
C -1.282 7.305 -1.083
O 5.130 -3.184 2.926
O -3.379 -6.660 -1.572
C -1.650 0.972 -0.096
Cl -0.342 0.972 -0.981
C -0.923 -1.071 0.599
C -0.388 0.430 -1.181
H 0.277 1.995 1.705
H 2.167 0.251 -1.132
H -1.865 -0.166 -1.610
H 1.667 0.948 1.857
H -2.076 -0.470 0.776
H -0.978 0.077 -2.382
H -0.797 -1.889 1.301
H 0.670 -0.266 -2.310
H 0.842 2.409 0.255
H 0.881 -0.529 -0.775
H -2.349 -1.047 -1.314
H 0.473 -1.663 1.413
H 0.592 -0.871 2.330
H 1.305 2.057 0.092
H -2.208 0.348 -0.708
H -1.002 -1.366 2.168
H -1.416 1.984 0.475
H -1.272 0.667 1.527
H -0.567 0.349 -2.339
H 1.572 1.702 1.074
H -2.118 0.737 1.254
H 1.681 1.573 -0.728
H -0.666 -2.029 -1.538
H -1.551 -1.180 0.252
H 2.408 1.193 0.755
H -1.404 -1.303 -1.074
H 2.330 -1.301 0.990
H 1.707 -1.566 -0.269
H -1.522 0.762 -1.717
H 1.431 1.786 1.254

Values from the calculation:
HOMO = -4.30 eV
gap between HOMO and LUMO = 7.022 eV
SMILES string = CCCCNN(CC)[C@](COCOCCO)(C(=O)[O-])[C@@H](Cl)CC
charge = -1